C4H10O4 | ωB97M-V/def2-TZVPD

Geometry (Å):
C1 2.307 -1.491 0.074
O1 1.787 -0.184 -0.041
C2 0.353 0.016 0.688
C3 -0.503 -0.136 -0.518
O2 -0.288 0.714 -1.569
O3 -0.726 -1.411 -0.935
O4 -1.769 0.279 0.452
C4 -2.071 1.654 0.535
H1 2.542 -1.731 1.119
H2 3.234 -1.559 -0.506
H3 1.615 -2.249 -0.317
H4 0.483 1.030 1.054
H5 0.258 -0.767 1.436
H6 0.617 1.053 -1.451
H7 -1.310 -1.325 -1.705
H8 -2.015 2.163 -0.437
H9 -3.102 1.763 0.886
H10 -1.412 2.178 1.236

Computed properties:
* E_HOMO: -9.483 eV
* DFT total energy: -459.286057 hartree
* max |F|: 5.5 eV/A
* multiplicity: 1
* E_LUMO: 0.77 eV

Löwdin atomic charge list, values in e, 2 entries: atom 1 (C): -0.146, atom 2 (O): -0.228